Density functional theory data (wB97M-V/def2-TZVPD) for 7 unconnected molecules or ions with the total composition C28H59F3N2O6 in a non-equilibrium geometry.

Summary:
Largest force on an atom   0.0273 Eh/bohr
SMILES string   CCOC(=O)C(F)(F)F.CCN(CC)CC.CCN(CC)CC.CC(C)=O.CC(C)=O.CC(C)=O.CC(C)=O
LUMO energy   0.46 eV
Energy above the lowest of the compared OMol25 structures with the same formula, charge and spin   0.00 kcal per mole
HOMO-LUMO gap   8.756 eV
Net charge   0

Positions of all 98 atoms, in Å:
C (13.57282, 13.11934, 24.73776)
C (12.42049, 14.09734, 24.54040)
N (11.10853, 13.44350, 24.49316)
C (10.95421, 12.67340, 23.26986)
C (9.89598, 11.58072, 23.34004)
C (10.04415, 14.43765, 24.61963)
C (9.63450, 14.66029, 26.08046)
H (13.37816, 12.51740, 25.62490)
H (14.48076, 13.71454, 24.84403)
H (13.71168, 12.41439, 23.91835)
H (12.40642, 14.72828, 25.43143)
H (12.56422, 14.72901, 23.65172)
H (10.73935, 13.33399, 22.40245)
H (11.89495, 12.19835, 22.98657)
H (10.16435, 10.87725, 24.13024)
H (8.89562, 11.96677, 23.53289)
H (9.88222, 11.03153, 22.39699)
H (9.16973, 14.15774, 24.03601)
H (10.40336, 15.42251, 24.27986)
H (9.37200, 13.73839, 26.59777)
H (8.74705, 15.30001, 26.10979)
H (10.43150, 15.16898, 26.62247)
C (10.89302, 7.47965, 21.23735)
C (11.46527, 6.10274, 21.03208)
N (10.96051, 5.05931, 21.93900)
C (9.51851, 4.91831, 21.85627)
C (8.94440, 4.24417, 20.59775)
C (11.65959, 3.80234, 21.72612)
C (13.12184, 3.88267, 22.14816)
H (9.83566, 7.63310, 21.01293)
H (11.40501, 8.19207, 20.58755)
H (11.05720, 7.84201, 22.25753)
H (11.24709, 5.74455, 20.00689)
H (12.54945, 6.19425, 21.08060)
H (9.20038, 4.33871, 22.73576)
H (9.00505, 5.86360, 22.04491)
H (9.25985, 3.19820, 20.60802)
H (7.85894, 4.29450, 20.57462)
H (9.34493, 4.68056, 19.68144)
H (11.58736, 3.43458, 20.68860)
H (11.14084, 3.09617, 22.38257)
H (13.17908, 4.40724, 23.10035)
H (13.77271, 4.32543, 21.39607)
H (13.50129, 2.86500, 22.27955)
C (13.68809, 15.09498, 20.63944)
C (12.57290, 16.09872, 20.82330)
O (12.71987, 16.73100, 22.09811)
C (11.86516, 17.69506, 22.38218)
O (10.95516, 18.06379, 21.70621)
C (12.21670, 18.42055, 23.69802)
F (11.21663, 18.30468, 24.57646)
F (13.33340, 17.94468, 24.26048)
F (12.40301, 19.71912, 23.43839)
H (13.75466, 14.86064, 19.57812)
H (13.48084, 14.17646, 21.19016)
H (14.63807, 15.49437, 20.99033)
H (11.59115, 15.62235, 20.78101)
H (12.57454, 16.82282, 20.00702)
C (12.57411, 10.77366, 20.11434)
C (12.50146, 10.91350, 18.61862)
O (11.45342, 11.15097, 18.06544)
C (13.80322, 10.91899, 17.87052)
H (11.60161, 10.68677, 20.59295)
H (13.06841, 11.67708, 20.48969)
H (13.15947, 9.90625, 20.42831)
H (14.51116, 11.58219, 18.36647)
H (13.61836, 11.18516, 16.83411)
H (14.21833, 9.90841, 17.83376)
C (14.00158, 5.64707, 18.45144)
C (13.30716, 6.88854, 17.96564)
O (13.05523, 7.81353, 18.69942)
C (13.05123, 6.96161, 16.47887)
H (13.42822, 4.73095, 18.31581)
H (14.30873, 5.77393, 19.48779)
H (14.92412, 5.53194, 17.87075)
H (13.99438, 7.02002, 15.93681)
H (12.49732, 7.86780, 16.23187)
H (12.43693, 6.10136, 16.20599)
C (17.93730, 10.61504, 14.38404)
C (16.56318, 10.67699, 15.03645)
O (16.39701, 11.35709, 16.02437)
C (15.42606, 9.89269, 14.44719)
H (18.51787, 9.86643, 14.92393)
H (18.34996, 11.61840, 14.42248)
H (17.88094, 10.29085, 13.34501)
H (14.50088, 10.45640, 14.42526)
H (15.29042, 9.02275, 15.11067)
H (15.69064, 9.39234, 13.51480)
C (17.96743, 9.54644, 18.25212)
C (16.69206, 8.75830, 18.41216)
O (16.19804, 8.17405, 17.47348)
C (16.07840, 8.66020, 19.78996)
H (17.74259, 10.60949, 18.37944)
H (18.31257, 9.43228, 17.22907)
H (18.70464, 9.22116, 18.98526)
H (14.99583, 8.77501, 19.73048)
H (16.45189, 9.45239, 20.43782)
H (16.28408, 7.65265, 20.15196)